# 1
{"formula": "C33H46P2SiW", "method": "ωB97M-V/def2-TZVPD", "homo_ev": [-13.03, -13.07], "homo_lumo_gap_ev": [6.28, 5.94], "multiplicity": 3, "s2": 2.0394, "charge": 2, "elements": ["P", "P", "C", "C", "H", "H", "H", "H", "C", "H", "H", "H", "C", "H", "H", "H", "C", "H", "H", "H", "C", "H", "H", "H", "W", "C", "C", "C", "C", "C", "C", "C", "C", "C", "H", "H", "H", "H", "H", "H", "H", "H", "H", "H", "H", "H", "H", "H", "H", "C", "C", "C", "C", "C", "C", "Si", "C", "C", "C", "C", "C", "C", "C", "C", "C", "C", "C", "C", "H", "H", "H", "H", "H", "H", "H", "H", "H", "H", "H", "H", "H", "H", "H"], "coordinates": [[0.4280, -2.7418, -0.8461], [-0.3488, 1.3982, -0.0913], [-0.1764, -1.2829, -1.8375], [0.3328, 0.1886, -1.5980], [-1.2679, -1.3162, -1.9861], [0.2438, -1.4995, -2.8181], [1.3996, 0.3277, -1.8720], [-0.2483, 0.8196, -2.2718], [-2.0622, 1.8207, -0.5080], [-2.4752, 2.4605, 0.2829], [-2.6881, 0.9179, -0.5832], [-2.1188, 2.3672, -1.4618], [0.6812, 2.8511, -0.4854], [0.2625, 3.4059, -1.3393], [1.7087, 2.5500, -0.7288], [0.7171, 3.5042, 0.3942], [-0.8469, -4.0260, -0.9407], [-0.8492, -4.5633, 0.0186], [-0.6236, -4.7334, -1.7536], [-1.8343, -3.5745, -1.1037], [1.9685, -3.3686, -1.5590], [2.6502, -2.5468, -1.8246], [1.7776, -3.9919, -2.4448], [2.4621, -3.9828, -0.7889], [0.7289, -0.6688, 0.2619], [0.7821, 0.6949, -4.4752], [-0.5700, 0.7560, -4.3725], [-1.4900, 0.0598, -5.3173], [-1.1140, -1.3957, -5.7224], [-0.3356, -2.1846, -4.7116], [1.0114, -2.2243, -4.6532], [1.8882, -1.3942, -5.5292], [1.4760, 0.0973, -5.6637], [0.0983, -2.1437, 1.7093], [1.4221, 1.2415, -3.7828], [-1.0573, 1.5108, -3.7488], [-1.5946, 0.6428, -6.2502], [-2.4945, 0.0396, -4.8701], [-2.0627, -1.9308, -5.8938], [-0.5944, -1.3811, -6.6938], [-0.9441, -2.8344, -4.0705], [1.5217, -3.0094, -4.0964], [1.9305, -1.8246, -6.5448], [2.9162, -1.4325, -5.1433], [2.4000, 0.6737, -5.8412], [0.8673, 0.2188, -6.5745], [0.5598, -1.8844, 2.6752], [0.3825, -3.1855, 1.4464], [-0.9976, -2.0652, 1.8057], [-1.0414, 5.3396, 3.2826], [0.2723, 4.9050, 3.0709], [0.5316, 3.5463, 2.8605], [-0.5224, 2.6240, 2.7689], [-1.8312, 3.0612, 3.0168], [-2.0932, 4.4177, 3.2584], [-0.1538, 0.8164, 2.2963], [1.6501, 0.6224, 2.9086], [2.7008, 0.1923, 2.0374], [3.7128, -0.6370, 2.5587], [3.9113, -0.6972, 3.9422], [3.0740, 0.0380, 4.7940], [1.9458, 0.6988, 4.2814], [-1.4337, -0.0349, 3.4792], [-1.0747, -0.4586, 4.7655], [-2.0160, -1.0503, 5.6232], [-3.3403, -1.2141, 5.2058], [-3.7131, -0.8015, 3.9216], [-2.7625, -0.2257, 3.0629], [-1.2403, 6.3982, 3.4612], [1.1051, 5.6103, 3.0917], [1.5648, 3.2023, 2.7542], [-2.6582, 2.3491, 3.0323], [-3.1194, 4.7435, 3.4436], [2.7409, 0.5248, 0.9691], [4.3272, -1.2233, 1.8725], [4.7298, -1.2862, 4.3494], [3.2834, 0.0907, 5.8683], [1.2953, 1.2628, 4.9538], [-0.0574, -0.3307, 5.1300], [-1.7143, -1.3708, 6.6218], [-4.0805, -1.6581, 5.8732], [-4.7442, -0.9105, 3.5820], [-3.0710, 0.0954, 2.0656]], "forces_ev_per_angstrom": [[0.988, 1.535, -1.293], [0.541, 0.500, -1.772], [-1.321, -0.145, -0.058], [-0.430, 1.295, -1.817], [0.347, 0.076, 0.093], [0.254, 0.275, -0.309], [-0.438, -0.048, -0.079], [0.352, -0.261, -0.010], [-0.409, -0.324, -0.137], [0.195, -0.109, -0.073], [0.252, 0.236, 0.093], [0.198, -0.153, 0.298], [0.012, 0.312, 0.056], [0.050, -0.201, 0.272], [-0.297, -0.041, 0.109], [-0.082, -0.030, -0.216], [-0.060, -0.096, 0.637], [-0.159, -0.005, -0.320], [0.054, 0.333, 0.248], [0.299, -0.088, 0.123], [-0.011, -0.618, -0.541], [-0.297, -0.169, 0.126], [0.232, 0.059, 0.357], [-0.162, 0.176, -0.210], [0.232, -1.340, 4.781], [-1.368, 0.650, -0.434], [1.569, 0.525, -0.961], [-0.670, -0.202, -0.299], [-0.364, 0.164, -0.252], [0.694, -0.573, -0.291], [-1.046, -0.610, -0.773], [0.584, 0.299, -0.202], [0.363, -0.230, -0.384], [-0.142, -0.609, 0.656], [-0.201, 0.050, -0.110], [0.181, -0.353, 0.289], [-0.005, -0.094, 0.335], [0.213, 0.070, -0.112], [0.369, 0.182, -0.057], [-0.051, -0.101, 0.440], [0.346, 0.040, -0.144], [-0.270, 0.349, 0.147], [0.039, 0.036, 0.332], [-0.209, -0.083, -0.094], [-0.387, -0.168, 0.020], [0.110, 0.068, 0.462], [-0.238, -0.256, -0.120], [-0.309, 0.431, 0.845], [0.321, -0.359, 0.191], [0.041, -0.125, -0.218], [-0.011, -0.277, 0.261], [-0.151, 0.458, -0.247], [-0.005, -0.034, -0.594], [-0.099, 0.596, -0.181], [0.155, -0.233, 0.137], [0.121, 0.287, 3.091], [0.680, 0.753, -0.727], [-0.973, -1.043, 0.328], [0.195, 0.435, 0.006], [-0.404, -0.026, -0.228], [0.027, 0.333, -0.184], [0.212, -0.755, -0.059], [0.216, -0.413, -0.775], [-0.229, -0.179, 0.220], [-0.075, 0.236, -0.345], [0.186, 0.109, -0.247], [0.309, 0.204, -0.130], [-0.078, -0.173, 0.423], [0.039, -0.349, -0.054], [-0.295, -0.157, 0.090], [-0.305, 0.185, -0.068], [0.206, 0.222, -0.047], [0.365, -0.073, -0.032], [-0.152, -0.487, 0.561], [0.196, 0.474, 0.265], [-0.212, 0.075, -0.082], [-0.023, -0.027, -0.476], [0.060, -0.364, -0.200], [-0.300, -0.149, -0.110], [-0.069, 0.108, -0.310], [0.244, 0.125, -0.204], [0.290, -0.013, 0.129], [-0.030, -0.121, 0.165]]}



# 2
{"formula": "C5H5ClS2", "method": "ωB97M-V/def2-TZVPD", "homo_ev": -8.76, "homo_lumo_gap_ev": 8.50, "multiplicity": 1, "elements": ["C", "C", "C", "C", "C", "H", "H", "H", "H", "H", "S", "S", "Cl"], "coordinates": [[1.6130, 0.0241, -0.1803], [0.0456, 0.0527, -0.7230], [-0.6520, 1.1350, 0.0286], [-0.5975, -1.0965, -0.5738], [-1.5058, -1.8497, -0.3095], [0.6615, -0.2420, 2.0046], [0.1219, 0.3948, -1.7419], [-1.6192, 1.3473, -0.2149], [-0.9538, 0.5340, 0.9870], [-2.2895, -2.6772, 0.3356], [2.1084, -0.4921, 1.4217], [2.7572, 0.1877, -1.2219], [0.3102, 2.6820, 0.1878]], "forces_ev_per_angstrom": [[-2.354, -1.247, 0.487], [5.249, 5.291, -0.371], [1.033, -1.108, 3.775], [-4.080, -5.001, 0.862], [-2.268, -3.286, 2.840], [3.172, -0.719, -0.861], [0.493, -0.198, -0.626], [-2.323, 0.953, -1.859], [1.250, 1.889, -0.421], [2.965, 3.073, -2.829], [-4.332, 1.013, 0.928], [2.064, 0.546, -2.056], [-0.870, -1.206, 0.132]]}



For each record above, in turn, the calculated ΔE to the lowest compared entry with this formula, charge and spin values are 52.6 95.9 kcal per mole.